DFT (wB97M-V/def2-TZVPD) results for a cluster of 15 separate species, C64H136F6N13O24S2 in total at a distorted geometry.

Calculated values
- total charge = +3
- orbital gap (eV) = 9.18
- multiplicity = 1
- LUMO level (eV) = -4.160
- molar mass (g mol⁻¹) = 1649.981

Element x y z (Å)
1 C -24.427269 -0.676225 -13.008968
2 O -24.448417 -0.910060 -11.617015
3 C -25.536353 -1.685566 -11.265016
4 C -25.567029 -1.746842 -9.714714
5 N -26.387413 -0.728255 -9.079156
6 H -26.168581 0.193698 -9.464967
7 H -28.003763 -0.734321 -9.501789
8 C -26.190140 -0.603151 -7.625346
9 C -26.399739 0.848686 -7.035363
10 O -26.087984 1.905563 -7.917765
11 C -25.310163 2.918628 -7.259292
12 H -25.162368 0.047404 -13.265852
13 H -24.600623 -1.580868 -13.543076
14 H -23.422826 -0.246082 -13.280966
15 H -25.479687 -2.718494 -11.522258
16 H -26.436280 -1.125503 -11.626699
17 H -24.539080 -1.696743 -9.274187
18 H -26.005083 -2.702477 -9.441998
19 H -25.150610 -0.987083 -7.449954
20 H -26.856593 -1.279947 -7.048744
21 H -25.832173 0.902434 -6.132857
22 H -27.460329 1.033101 -6.827186
23 H -25.115010 3.729380 -8.024274
24 H -24.263092 2.533199 -6.932566
25 H -25.927453 3.206557 -6.391385
26 C -36.148909 8.260061 -13.168499
27 O -35.553982 7.060409 -12.787420
28 C -36.077050 5.910646 -13.307394
29 C -35.586713 4.706655 -12.637024
30 N -34.081457 4.726878 -12.532931
31 H -33.505304 4.294929 -14.299550
32 H -33.931504 5.677679 -12.226455
33 C -33.493433 3.687380 -11.713962
34 C -32.023709 3.865748 -11.515207
35 O -31.604250 5.166938 -11.313989
36 C -32.006342 5.795477 -10.087486
37 H -37.050834 8.476274 -12.620328
38 H -36.446547 8.286198 -14.255727
39 H -35.416244 9.047421 -13.014066
40 H -35.984687 5.890979 -14.410631
41 H -37.145113 5.984730 -13.107480
42 H -35.861933 3.879908 -13.196969
43 H -35.881757 4.659480 -11.607519
44 H -33.701962 2.781293 -12.254661
45 H -33.943281 3.664396 -10.675851
46 H -31.487906 3.496778 -12.373307
47 H -31.875440 3.310870 -10.592620
48 H -31.757811 5.253096 -9.149090
49 H -33.110157 5.876289 -10.030314
50 H -31.522243 6.752095 -10.034231
51 C -25.239553 9.859081 -18.187618
52 O -24.422486 8.725194 -18.376555
53 C -23.395865 8.358259 -17.476339
54 C -23.489847 6.861594 -17.307342
55 N -23.317832 6.103031 -18.598126
56 H -23.585205 5.085652 -18.420924
57 H -23.969631 6.406677 -19.259571
58 C -21.929692 6.230421 -19.208182
59 C -21.559085 5.425484 -20.461295
60 O -21.382452 4.094632 -20.087222
61 C -20.316901 3.358143 -20.767922
62 H -24.875557 10.415741 -17.291921
63 H -26.295059 9.559578 -17.985709
64 H -25.210477 10.581998 -18.977821
65 H -23.377079 8.736466 -16.446739
66 H -22.409137 8.609833 -17.908387
67 H -24.449321 6.592508 -16.896103
68 H -22.734294 6.443498 -16.570087
69 H -21.350328 5.785203 -18.353972
70 H -21.820003 7.309841 -19.180013
71 H -20.694736 5.861553 -20.841381
72 H -22.290189 5.608008 -21.196965
73 H -20.455065 3.410214 -21.847688
74 H -20.352997 2.333603 -20.421392
75 H -19.379137 3.812311 -20.535815
76 C -28.148691 4.468452 -25.001477
77 O -28.215569 5.878672 -25.054083
78 C -27.109910 6.392012 -25.744227
79 C -27.322929 7.866427 -25.840275
80 N -27.624464 8.399118 -24.534993
81 H -28.476942 7.874445 -24.215853
82 H -26.889155 8.175401 -23.862991
83 C -27.882162 9.874757 -24.556787
84 C -29.054179 10.364561 -23.637145
85 O -30.183778 9.706582 -24.238953
86 C -31.500367 10.124165 -23.982168
87 H -28.406791 3.956422 -25.934745
88 H -28.916212 4.217330 -24.286742
89 H -27.179674 4.148014 -24.588970
90 H -27.064322 5.987823 -26.779821
91 H -26.207859 6.133840 -25.193250
92 H -28.302128 7.938198 -26.314723
93 H -26.623900 8.459659 -26.436087
94 H -28.058851 10.085240 -25.630602
95 H -27.018070 10.458639 -24.298205
96 H -29.234056 11.416094 -23.726468
97 H -28.872805 10.085646 -22.572369
98 H -32.253865 9.414118 -24.430237
99 H -31.637932 11.112319 -24.421865
100 H -31.635573 10.095958 -22.950158
101 C -32.289070 -3.418882 -7.910541
102 O -31.451743 -3.705300 -9.156379
103 C -31.377984 -5.076063 -9.543384
104 C -30.466677 -5.027026 -10.799955
105 N -29.231761 -4.229115 -10.483715
106 H -29.444632 -3.471054 -9.860333
107 H -28.602048 -4.823732 -9.909693
108 C -28.369798 -3.653926 -11.577256
109 C -27.999054 -4.807495 -12.596903
110 O -27.680936 -6.022968 -11.936120
111 C -26.274457 -6.283394 -11.746402
112 H -31.709845 -3.805827 -7.062073
113 H -33.248810 -4.005160 -8.029242
114 H -32.623617 -2.334976 -7.758347
115 H -32.407789 -5.507112 -9.631504
116 H -30.863740 -5.647177 -8.762949
117 H -31.034257 -4.485552 -11.506560
118 H -30.156552 -6.072825 -11.158742
119 H -27.527358 -3.463920 -10.938607
120 H -28.830672 -2.806742 -12.035978
121 H -27.205302 -4.391669 -13.188680
122 H -28.932557 -4.981080 -13.159188
123 H -26.153736 -7.376872 -11.625864
124 H -25.958347 -5.708590 -10.854512
125 H -25.645947 -5.953741 -12.579342
126 C -28.713677 3.193990 -16.707596
127 C -29.343918 4.544079 -16.572447
128 N -28.629056 5.442446 -17.456558
129 C -27.346955 5.932888 -17.374613
130 C -27.156018 6.674202 -18.527531
131 N -28.369595 6.669143 -19.243121
132 C -29.210025 5.911852 -18.534269
133 C -28.690801 7.578263 -20.483184
134 H -28.531223 3.026255 -17.773433
135 H -29.274359 2.266570 -16.503313
136 H -27.720598 3.147243 -16.254065
137 H -29.223763 4.919315 -15.573017
138 H -30.389036 4.451393 -16.819417
139 H -26.701556 5.600226 -16.611506
140 H -26.337116 7.098053 -18.983615
141 H -30.147059 5.608639 -18.896341
142 H -29.378701 8.417047 -20.240176
143 H -29.124654 6.888232 -21.203450
144 H -27.718719 7.944372 -20.887933
145 C -23.233178 3.335576 -12.056675
146 C -24.509607 2.921433 -12.806418
147 N -25.641923 3.945642 -12.546133
148 C -26.137886 4.893121 -13.385040
149 C -27.091426 5.496816 -12.702124
150 N -27.344238 4.705684 -11.559761
151 C -26.392288 3.809240 -11.443302
152 C -28.482843 4.864890 -10.705208
153 H -22.420557 2.588724 -12.163665
154 H -23.448909 3.409807 -10.982680
155 H -22.736107 4.218327 -12.363864
156 H -24.934603 1.929132 -12.531395
157 H -24.435451 2.824366 -13.924904
158 H -25.763823 5.073377 -14.338056
159 H -27.829530 6.304723 -12.876543
160 H -26.301383 3.004988 -10.745116
161 H -28.313618 5.581655 -9.955735
162 H -28.696281 4.047299 -10.065690
163 H -29.345643 5.150603 -11.314121
164 C -36.639438 5.146643 -20.020697
165 C -35.422985 4.162649 -19.863138
166 N -35.924279 2.750300 -19.886041
167 C -37.128360 2.371035 -19.410110
168 C -37.419567 1.089360 -19.851121
169 N -36.271929 0.705097 -20.548509
170 C -35.403277 1.729275 -20.519186
171 C -36.055240 -0.580355 -21.191916
172 H -36.206416 6.079119 -20.330704
173 H -37.244608 5.270764 -19.162554
174 H -37.208896 4.776599 -20.840994
175 H -34.997372 4.366526 -18.896101
176 H -34.712915 4.282124 -20.683968
177 H -37.763287 2.998220 -18.813965
178 H -38.172602 0.337261 -19.603518
179 H -34.366971 1.687331 -20.881861
180 H -36.392059 -1.347776 -20.479634
181 H -34.992766 -0.672571 -21.520420
182 H -36.756211 -0.560681 -22.070145
183 C -26.780809 -1.967083 -19.644457
184 C -27.088910 -0.691620 -18.874605
185 N -27.293663 0.436542 -19.764796
186 C -28.127521 0.484018 -20.832091
187 C -27.979181 1.725236 -21.390637
188 N -27.124787 2.433977 -20.578244
189 C -26.725505 1.622863 -19.592685
190 C -26.552638 3.746891 -20.886900
191 H -26.478319 -2.671533 -18.843934
192 H -26.046106 -1.793020 -20.440154
193 H -27.698336 -2.368335 -20.078722
194 H -26.305871 -0.483590 -18.154906
195 H -27.965238 -0.830976 -18.303664
196 H -28.735317 -0.381669 -21.179698
197 H -28.559920 2.184750 -22.177145
198 H -26.000259 1.932270 -18.883685
199 H -25.885026 4.108442 -20.126786
200 H -27.401165 4.420239 -21.125867
201 H -26.026548 3.607242 -21.850831
202 C -34.225869 1.718973 -15.978438
203 C -34.242785 3.216959 -15.687021
204 O -35.077505 3.986958 -15.997654
205 O -33.204704 3.551064 -14.918067
206 H -33.205641 1.368421 -15.755573
207 H -34.515675 1.519267 -16.967445
208 H -34.985770 1.212245 -15.333825
209 C -23.884963 6.999806 -23.313598
210 C -24.866834 7.221675 -22.215574
211 O -24.746917 6.624593 -21.179371
212 O -25.895816 7.941458 -22.523289
213 H -24.339886 6.668850 -24.243949
214 H -23.121753 6.244249 -23.087045
215 H -23.498609 8.008137 -23.578848
216 C -30.718597 -0.140403 -11.388459
217 C -29.555186 0.219452 -10.461535
218 O -29.236670 1.396225 -10.208535
219 O -28.904377 -0.884909 -10.037598
220 H -30.549239 -0.955702 -12.083905
221 H -31.061826 0.683806 -11.865714
222 H -31.617032 -0.418385 -10.786358
223 C -24.116359 1.919542 -16.965392
224 C -24.607604 3.401090 -17.010738
225 O -24.549120 3.889848 -18.216851
226 O -25.057683 4.013927 -16.009043
227 H -24.983193 1.244538 -16.783184
228 H -23.420882 1.880403 -16.105791
229 H -23.685538 1.658126 -17.897552
230 C -31.321115 3.746151 -21.626294
231 F -31.394635 2.440464 -22.247326
232 F -30.050806 4.093884 -21.828423
233 F -32.135882 4.505505 -22.342624
234 S -31.645369 3.313708 -19.845930
235 O -32.681893 2.280049 -20.042069
236 O -30.342031 2.900668 -19.419890
237 O -32.017569 4.545681 -19.179033
238 C -28.565906 -0.231480 -15.493276
239 F -29.450868 0.005543 -16.416230
240 F -27.512599 0.573262 -15.782207
241 F -29.024718 0.363517 -14.382665
242 S -28.037548 -1.953230 -15.300947
243 O -29.147897 -2.645476 -14.704607
244 O -27.728164 -2.345509 -16.666580
245 O -26.927783 -1.729539 -14.432666

Cartesian forces, eV/Å:
2.000 0.655 0.240
1.094 0.138 -0.206
-0.974 1.801 2.360
0.249 0.048 0.109
-1.075 1.472 0.139
0.152 -0.230 -0.020
-0.619 0.123 -0.784
0.905 -0.065 0.430
-1.264 -0.915 -1.231
1.454 -0.006 -0.516
1.039 -0.382 -0.510
-0.967 0.495 -0.467
-0.130 -0.641 -0.623
-0.861 -0.537 0.350
0.101 -0.732 -1.264
0.084 -1.135 0.061
-0.492 -0.256 -0.657
0.080 -0.338 0.239
-0.611 0.619 0.352
0.243 0.331 -0.454
0.385 0.067 0.713
0.024 -0.585 0.373
-0.499 -0.695 1.123
-1.777 0.477 -0.366
0.719 0.600 -0.234
-0.141 0.415 -1.550
1.892 0.797 1.056
-2.228 0.724 -1.443
3.085 0.353 1.425
-0.937 0.736 -1.501
0.415 -0.299 -0.183
0.815 -0.002 0.322
-1.644 1.330 0.776
-0.325 -0.640 0.551
0.426 1.669 0.699
-0.927 -1.059 0.184
-0.415 0.002 0.499
0.430 -0.239 0.762
-0.069 0.083 0.109
0.328 -0.210 0.304
-0.608 -0.525 -0.204
-0.827 -1.840 -0.820
-1.042 -0.196 0.554
0.039 -0.817 0.235
-0.098 -0.203 -0.949
0.470 -0.280 -0.156
0.958 -0.653 -0.038
0.351 -0.240 -0.693
0.448 0.377 -0.224
-0.002 0.484 -0.183
-0.053 0.357 2.382
-0.048 -0.287 -0.287
0.750 -0.419 -0.268
1.243 -1.115 0.239
1.508 -0.951 0.759
-0.256 0.276 -0.062
-1.669 0.882 -1.678
0.010 -0.664 2.709
-1.007 0.316 1.860
0.336 -1.152 -0.216
-1.424 0.994 0.025
-0.397 -0.300 -0.402
0.680 0.087 -0.238
0.191 -0.043 -0.892
-0.659 0.631 -0.286
-0.404 0.222 0.194
-0.437 -0.185 -0.076
-0.641 0.669 -0.947
0.181 0.643 -0.946
0.758 -0.074 -0.908
1.988 0.764 -0.533
-1.279 -0.338 -1.066
-0.105 -0.172 -0.081
-0.085 -0.030 0.072
0.817 0.234 0.279
-0.432 -0.165 0.872
-0.018 -0.145 -0.378
0.591 -0.250 -0.810
-1.392 -0.228 -1.448
-1.350 0.825 1.409
0.750 0.708 -0.240
1.169 -0.192 1.216
-0.920 0.994 -0.258
-0.489 -1.930 -1.427
1.001 -1.327 -0.252
-0.218 -0.219 -1.449
0.366 0.329 -0.129
-0.233 -0.421 0.271
-0.128 -0.053 -0.340
0.155 0.096 0.548
0.336 -0.066 -0.072
0.108 0.240 -0.700
0.242 -0.262 0.534
-0.476 0.254 0.787
0.836 -0.331 0.286
0.489 0.860 0.041
-0.242 0.080 -0.584
1.147 0.615 0.202
-0.330 0.149 0.241
-0.682 0.407 1.951
-0.496 -0.931 -1.314
-1.287 1.189 1.513
0.373 0.529 0.790
-0.222 -1.747 0.752
0.170 -1.335 0.431
-0.866 0.810 0.416
-0.491 0.044 -0.649
0.589 -2.770 0.162
-1.610 0.787 1.296
0.490 0.286 -0.361
-0.332 0.224 0.496
-0.324 0.298 -0.094
1.043 0.494 0.245
1.185 -1.422 -0.769
0.947 0.176 -0.641
-0.053 -0.150 0.156
-0.244 0.486 -1.264
-0.458 1.741 0.417
0.812 1.004 -0.475
-0.142 0.496 -0.235
0.326 -0.143 -0.685
0.730 0.002 -0.267
-0.081 0.737 0.166
0.221 -0.571 -0.188
-0.339 -0.021 -0.161
1.012 -1.618 -1.033
0.394 -1.097 0.728
-0.765 0.915 -0.286
-0.390 0.542 -2.059
-2.396 -1.115 0.967
0.771 1.206 0.161
0.450 0.567 -1.370
0.832 -1.147 1.131
0.041 0.202 -0.127
-0.171 1.000 0.701
-0.156 -0.047 0.284
-0.220 0.265 0.543
-0.315 0.614 -0.340
0.830 -0.237 0.539
1.847 1.051 -0.541
-1.390 -0.210 -0.038
0.506 -0.804 0.190
-0.173 0.218 -0.116
-0.558 -0.330 0.386
-0.118 -1.787 0.483
-0.852 0.479 -1.115
2.017 -3.267 0.137
1.102 0.076 0.901
-3.820 0.457 1.576
0.401 0.910 0.109
0.099 0.462 -1.914
-0.923 0.656 -0.235
-0.745 -0.058 0.040
0.088 0.015 -0.212
-0.163 1.248 -0.592
0.514 0.847 0.401
0.196 0.603 1.024
0.870 0.153 -1.287
0.920 -0.689 -0.244
-0.044 -0.081 0.464
0.431 1.716 0.585
-0.137 -1.644 -0.261
0.068 -0.247 0.319
2.070 -1.161 -1.037
-1.454 0.362 0.351
0.099 0.997 0.224
-2.290 -1.420 0.076
1.533 0.478 0.476
0.304 1.258 0.852
1.077 -1.454 -1.230
-0.729 0.097 -0.868
0.012 0.624 0.064
-0.412 0.031 0.959
-0.797 -0.073 -0.652
0.693 -0.229 0.211
-0.076 -0.113 0.335
0.083 0.197 -0.008
0.112 0.730 -0.212
-0.750 0.139 -0.016
0.496 0.022 -0.457
-0.988 -0.065 0.402
0.909 -0.489 0.614
-0.240 -0.110 0.723
0.459 -0.679 -0.468
0.419 0.519 0.980
-0.527 -0.297 -1.479
-0.791 -0.193 0.463
0.178 -0.537 0.224
-0.260 0.483 -1.194
-0.979 -0.107 -1.852
0.161 0.123 -0.874
0.052 -0.299 0.399
0.108 -0.022 -0.118
0.225 0.401 -0.138
-0.982 -0.115 0.550
0.689 0.987 0.528
0.327 -0.069 -0.001
0.447 -0.068 0.620
0.090 0.044 0.417
0.574 -0.119 0.523
0.100 0.292 0.617
0.308 0.403 1.519
1.456 -2.216 0.787
-2.091 1.528 -0.997
0.063 0.508 0.854
-0.606 -0.227 -0.188
-0.216 -0.221 -1.457
0.728 0.464 -0.235
1.026 0.724 -0.983
-2.357 0.668 -2.558
0.611 -1.283 3.220
0.297 0.058 0.030
-0.444 -0.064 0.047
0.008 0.618 0.132
0.380 -0.744 0.196
-0.101 -2.020 2.499
0.676 1.090 -0.323
-0.419 -2.653 -0.254
0.164 0.784 0.445
0.393 -0.026 0.023
-0.550 2.684 -1.770
0.788 -0.180 -0.008
-1.199 1.105 1.918
-0.433 0.017 -1.639
-0.316 -0.496 1.630
0.670 -0.764 -0.674
0.516 0.421 0.212
-0.206 -0.508 -0.534
0.708 -0.148 -0.669
0.029 -3.541 -1.493
0.163 1.957 0.497
0.019 0.971 0.001
0.211 0.270 0.719
-1.256 -0.208 -0.280
1.252 1.567 0.925
0.674 -0.947 -0.020
-0.811 0.150 -0.323
0.766 1.896 0.917
-1.385 -0.428 -1.501
0.981 -0.420 -0.742
-0.697 -0.683 1.106
-0.333 -0.588 -1.221
-0.529 -0.081 0.315
-0.054 0.190 0.679
1.248 -0.215 0.956

Atom charges from the Löwdin analysis, given in e for atoms 1 to 99: -0.103, -0.173, -0.233, -0.168, -0.102, 0.118, 0.101, -0.144, -0.197, -0.245, -0.091, 0.051, 0.072, 0.115, 0.106, 0.139, 0.138, 0.104, 0.120, 0.126, 0.107, 0.128, 0.091, 0.121, 0.093, -0.099, -0.185, -0.269, -0.150, -0.065, 0.106, 0.099, -0.214, -0.254, -0.213, -0.074, 0.085, 0.107, 0.091, 0.129, 0.132, 0.099, 0.122, 0.118, 0.136, 0.123, 0.119, 0.100, 0.093, 0.084, -0.081, -0.190, -0.202, -0.105, 0.050, 0.095, 0.075, -0.047, -0.207, -0.181, -0.039, 0.101, 0.087, 0.079, 0.137, 0.123, 0.104, 0.160, 0.149, 0.113, 0.111, 0.083, 0.090, 0.089, 0.079, -0.077, -0.185, -0.215, -0.125, 0.037, 0.182, 0.083, -0.070, -0.137, -0.231, -0.086, 0.106, 0.071, 0.097, 0.153, 0.111, 0.146, 0.157, 0.138, 0.129, 0.120, 0.128, 0.116, 0.096